The following is a DFT calculation (the ωB97M-V functional and the def2-TZVPD basis) of 8 unconnected molecules or ions with the total composition C55H112N5O12.

Properties
molecular weight	1035.524	u
LUMO	1.7	eV
gap between HOMO and LUMO	3.84	eV
strongest force on any atom	3.85	eV/A
calculated total energy	-90861.170	eV

```
! wB97M-V def2-TZVPD RIJCOSX def2/J DEFGRID3
* xyz -1 1
C -0.39 0.94 -0.43
C 0.24 2.35 -0.62
O 0.50 3.17 0.50
H -1.30 1.03 0.18
H 0.25 0.27 0.15
H -0.63 0.52 -1.40
H -0.48 2.94 -1.19
H 1.12 2.24 -1.26
C 1.80 1.67 7.61
C 0.44 2.09 6.96
C -0.43 0.93 6.52
O -1.64 1.21 7.09
C -1.58 2.27 7.90
O -2.54 2.64 8.56
O -0.30 2.75 7.99
H 2.32 2.43 8.19
H 2.59 1.40 6.91
H 1.56 0.84 8.28
H 0.53 2.75 6.09
H -0.03 0.03 6.98
H -0.44 0.78 5.44
C 5.20 0.31 -7.58
C 4.90 0.44 -6.07
C 3.88 -0.50 -5.49
O 4.66 -1.05 -4.47
C 5.99 -0.64 -4.50
O 6.91 -0.96 -3.79
O 6.11 0.22 -5.45
H 5.95 1.04 -7.89
H 4.28 0.52 -8.12
H 5.63 -0.66 -7.86
H 4.53 1.45 -5.86
H 3.57 -1.18 -6.29
H 3.02 0.05 -5.12
C -3.81 -5.08 1.67
C -5.21 -5.40 2.09
C -5.72 -4.55 3.22
C -6.26 -3.20 2.75
C -7.38 -3.39 1.72
C -6.89 -4.12 0.48
N -6.17 -5.32 0.89
O -5.82 -6.13 -0.22
C -8.13 -4.45 -0.29
C -6.08 -3.10 -0.33
C -5.29 -6.84 2.66
H -3.09 -5.38 2.43
H -3.57 -4.03 1.53
H -3.59 -5.52 0.70
H -6.52 -4.99 3.83
H -4.97 -4.30 3.97
H -5.39 -2.62 2.44
H -6.77 -2.70 3.57
H -7.92 -2.47 1.50
H -8.13 -3.99 2.24
H -8.84 -5.00 0.34
H -8.58 -3.56 -0.73
H -7.92 -5.09 -1.16
H -6.36 -2.05 -0.24
H -5.03 -3.16 -0.04
H -6.08 -3.36 -1.39
H -6.29 -7.23 2.47
H -5.01 -7.00 3.70
H -4.61 -7.41 2.02
H -6.33 -6.92 -0.01
C 8.07 -5.16 5.13
C 8.32 -5.85 3.71
C 8.26 -7.40 3.81
C 6.86 -8.12 3.83
C 5.85 -7.58 2.82
C 5.78 -6.02 2.98
N 7.16 -5.43 2.84
O 7.15 -4.03 2.70
C 5.01 -5.56 1.76
C 4.89 -5.66 4.23
C 9.67 -5.48 3.22
H 8.92 -5.34 5.79
H 7.19 -5.57 5.62
H 8.15 -4.09 4.96
H 8.81 -7.71 2.92
H 8.78 -7.74 4.70
H 6.45 -7.93 4.82
H 6.99 -9.19 3.64
H 4.85 -7.97 3.04
H 6.33 -7.83 1.88
H 4.70 -4.52 1.81
H 5.51 -5.67 0.80
H 4.15 -6.22 1.66
H 5.38 -5.97 5.16
H 4.91 -4.58 4.32
H 3.92 -6.15 4.31
H 10.02 -5.90 2.27
H 10.37 -5.85 3.97
H 9.67 -4.40 3.07
H 7.39 -3.82 1.79
C -5.26 7.42 -0.77
C -5.97 7.27 0.60
C -6.35 5.72 0.57
C -6.82 5.20 1.96
C -5.69 5.52 2.96
C -5.33 6.98 3.12
N -5.08 7.56 1.77
O -4.63 8.89 1.81
C -6.51 7.67 3.85
C -4.09 7.08 4.00
C -7.19 8.15 0.52
H -4.73 8.36 -0.63
H -5.86 7.59 -1.66
H -4.44 6.72 -0.91
H -7.18 5.63 -0.13
H -5.50 5.10 0.30
H -6.90 4.12 1.89
H -7.78 5.69 2.15
H -4.77 5.03 2.64
H -6.02 5.18 3.94
H -6.33 8.73 4.04
H -7.52 7.56 3.48
H -6.61 7.25 4.85
H -3.85 8.14 4.06
H -4.21 7.00 5.08
H -3.20 6.54 3.70
H -7.86 7.85 1.33
H -7.79 8.00 -0.37
H -6.94 9.21 0.49
H -5.46 9.36 1.92
C -6.52 -2.70 -7.78
C -5.39 -3.46 -8.48
C -4.65 -2.33 -9.31
C -3.28 -2.79 -9.80
C -2.48 -3.25 -8.58
C -3.14 -4.44 -7.82
N -4.53 -4.22 -7.53
O -5.17 -5.30 -6.87
C -3.00 -5.74 -8.63
C -2.40 -4.57 -6.40
C -5.98 -4.35 -9.58
H -6.19 -2.03 -6.99
H -7.19 -3.37 -7.25
H -7.05 -2.16 -8.57
H -5.29 -1.97 -10.11
H -4.48 -1.41 -8.75
H -2.83 -1.90 -10.24
H -3.33 -3.58 -10.55
H -2.52 -2.42 -7.88
H -1.45 -3.57 -8.76
H -3.61 -6.54 -8.20
H -3.16 -5.67 -9.71
H -2.00 -6.15 -8.54
H -2.91 -4.06 -5.58
H -2.39 -5.63 -6.19
H -1.37 -4.21 -6.43
H -5.27 -4.94 -10.17
H -6.64 -3.89 -10.31
H -6.43 -5.20 -9.07
H -5.09 -5.03 -5.95
C 5.42 6.68 3.47
C 6.63 6.56 2.54
C 6.97 5.06 2.40
C 7.79 4.64 1.19
C 7.00 5.10 -0.03
C 6.82 6.61 -0.12
N 6.23 7.08 1.17
O 6.07 8.47 1.18
C 8.13 7.35 -0.50
C 5.87 6.77 -1.24
C 7.87 7.30 3.09
H 5.05 7.71 3.53
H 5.53 6.43 4.52
H 4.55 6.11 3.13
H 7.63 4.63 3.16
H 6.10 4.43 2.57
H 7.82 3.55 1.21
H 8.81 4.99 1.35
H 6.07 4.54 -0.12
H 7.61 4.79 -0.89
H 7.91 8.41 -0.53
H 8.91 7.16 0.23
H 8.42 7.13 -1.53
H 5.56 7.80 -1.39
H 6.38 6.52 -2.17
H 4.96 6.19 -1.11
H 8.72 7.54 2.45
H 8.35 6.72 3.87
H 7.48 8.20 3.56
H 6.99 8.76 1.19
*
```

=====

The following is a DFT calculation (the ωB97M-V functional and the def2-TZVPD basis) of 17 unconnected molecules or ions with the total composition C55H149N8O26.

Properties
molecular weight	1338.827	u
LUMO	1.3	eV
gap between HOMO and LUMO	3.30	eV
strongest force on any atom	3.71	eV/A
calculated total energy	-124589.711	eV

```
! wB97M-V def2-TZVPD RIJCOSX def2/J DEFGRID3
* xyz -1 1
C -2.17 0.33 -0.08
C -1.85 -1.04 -0.77
C -1.19 -0.75 -2.15
C 0.31 -0.43 -2.13
C 1.07 -1.44 -1.37
C 0.54 -1.69 0.07
N -0.95 -1.89 0.08
O -1.55 -2.29 1.38
C 1.16 -0.58 0.96
C 1.15 -3.05 0.44
C -3.15 -1.83 -1.04
H -2.34 0.21 0.99
H -3.04 0.82 -0.52
H -1.30 0.98 -0.08
H -1.82 0.09 -2.44
H -1.35 -1.67 -2.71
H 0.57 0.53 -1.68
H 0.64 -0.45 -3.16
H 2.09 -1.07 -1.35
H 1.09 -2.37 -1.94
H 0.66 0.37 0.81
H 2.18 -0.38 0.64
H 1.18 -0.88 2.01
H 1.02 -3.17 1.51
H 2.22 -3.09 0.27
H 0.84 -3.88 -0.19
H -3.04 -2.90 -1.23
H -3.67 -1.28 -1.83
H -3.80 -1.77 -0.16
C -9.81 3.38 -5.20
C -8.36 2.98 -5.52
C -7.86 3.77 -6.73
O -6.56 3.24 -7.15
C -6.17 3.91 -8.25
N -7.62 3.17 -4.29
H -10.45 3.41 -6.08
H -9.94 4.38 -4.79
H -10.41 2.75 -4.54
H -8.24 1.93 -5.81
H -7.79 4.84 -6.57
H -8.56 3.71 -7.57
H -6.22 4.98 -8.06
H -6.84 3.58 -9.04
H -5.18 3.64 -8.61
H -7.76 4.13 -3.99
H -6.62 3.07 -4.44
C -2.69 -8.74 -4.50
C -1.65 -7.73 -5.00
C -2.24 -6.32 -5.17
O -3.39 -6.26 -6.06
C -3.88 -4.94 -6.21
N -0.56 -7.79 -4.08
H -2.33 -9.77 -4.52
H -3.40 -8.82 -5.32
H -3.17 -8.45 -3.56
H -1.27 -8.15 -5.94
H -1.51 -5.62 -5.57
H -2.50 -5.95 -4.18
H -3.26 -4.22 -6.74
H -4.22 -4.49 -5.28
H -4.75 -5.04 -6.86
H 0.11 -7.09 -4.37
H -0.98 -7.38 -3.26
C 7.88 5.14 -6.27
C 6.79 4.29 -5.58
C 7.00 3.90 -4.12
O 8.13 3.08 -3.88
C 8.07 1.64 -4.25
N 5.54 4.98 -5.69
H 8.83 4.61 -6.26
H 8.10 6.03 -5.68
H 7.74 5.46 -7.30
H 6.82 3.31 -6.06
H 6.08 3.43 -3.77
H 7.06 4.83 -3.56
H 8.94 1.15 -3.82
H 8.06 1.61 -5.34
H 7.23 1.21 -3.71
H 5.19 4.96 -6.64
H 5.75 5.93 -5.43
C 3.04 7.71 -11.25
C 1.92 6.95 -11.90
C 1.09 6.02 -11.08
O 2.00 5.08 -10.51
C 1.41 4.04 -9.76
N 1.01 7.98 -12.44
H 3.78 7.08 -10.75
H 2.67 8.36 -10.46
H 3.49 8.28 -12.07
H 2.44 6.40 -12.69
H 0.43 5.45 -11.74
H 0.59 6.63 -10.33
H 1.20 3.19 -10.41
H 0.61 4.39 -9.10
H 2.21 3.65 -9.14
H 0.48 8.36 -11.66
H 0.20 7.61 -12.92
C 2.24 -0.25 8.29
C 1.09 -1.30 8.16
C 0.76 -1.96 9.50
O 1.96 -2.60 10.06
C 1.84 -3.33 11.33
N -0.16 -0.78 7.55
H 2.40 0.34 7.38
H 3.20 -0.69 8.55
H 2.11 0.44 9.12
H 1.44 -2.04 7.44
H 0.02 -2.75 9.41
H 0.33 -1.25 10.20
H 2.81 -3.71 11.65
H 1.02 -4.06 11.35
H 1.42 -2.66 12.08
H -0.66 -1.64 7.38
H 0.11 -0.49 6.62
C 6.87 -3.55 6.63
C 8.26 -3.81 7.13
C 8.60 -2.82 8.35
O 8.59 -1.51 7.79
C 9.24 -0.60 8.69
N 8.32 -5.21 7.46
H 6.10 -3.58 7.40
H 6.49 -4.36 6.00
H 6.74 -2.53 6.26
H 8.99 -3.55 6.37
H 9.59 -3.18 8.65
H 7.87 -2.97 9.14
H 10.15 -1.07 9.06
H 8.58 -0.47 9.56
H 9.44 0.38 8.26
H 9.30 -5.39 7.64
H 8.19 -5.63 6.55
C -1.98 6.72 -4.16
C -0.62 7.19 -4.75
C -0.41 8.82 -4.60
O 0.87 9.11 -5.02
C 1.07 10.54 -5.06
N 0.35 6.46 -3.97
H -2.11 5.64 -4.28
H -2.81 7.03 -4.80
H -2.16 7.14 -3.17
H -0.45 6.83 -5.77
H -0.64 9.18 -3.60
H -1.07 9.27 -5.34
H 0.36 11.12 -5.65
H 2.05 10.72 -5.50
H 1.12 10.98 -4.06
H 0.11 5.53 -4.27
H 1.22 6.59 -4.47
C -1.87 5.31 6.69
C -1.02 5.47 5.38
O -1.64 6.34 4.50
O -1.18 4.51 7.68
H -2.76 4.74 6.41
H -2.17 6.30 7.03
H -0.92 4.49 4.92
H -0.05 5.84 5.71
H -1.22 6.18 3.65
H -1.16 3.59 7.40
C 5.07 -9.06 1.76
C 4.38 -10.28 1.16
O 5.26 -10.89 0.28
O 6.05 -9.37 2.77
H 4.25 -8.47 2.17
H 5.52 -8.49 0.95
H 3.49 -9.84 0.73
H 4.23 -10.93 2.02
H 5.73 -11.45 0.89
H 6.92 -9.47 2.37
C 3.39 8.23 0.55
C 3.10 6.72 0.72
O 1.72 6.60 0.42
O 3.36 8.58 -0.83
H 4.34 8.55 0.96
H 2.61 8.86 0.99
H 3.39 6.29 1.68
H 3.67 6.15 -0.01
H 1.63 6.38 -0.51
H 2.53 8.31 -1.23
C 0.66 -8.56 7.24
C 0.90 -7.36 6.27
O -0.15 -6.43 6.28
O 1.59 -9.61 6.89
H -0.26 -9.01 6.86
H 0.56 -8.36 8.30
H 1.13 -7.69 5.26
H 1.74 -6.77 6.64
H -0.18 -5.82 5.54
H 2.49 -9.34 7.09
C -3.12 -7.96 1.67
C -4.65 -7.74 1.64
O -4.94 -6.55 2.26
O -2.40 -7.17 0.74
H -2.87 -9.00 1.46
H -2.77 -7.88 2.70
H -5.15 -8.57 2.15
H -5.12 -7.76 0.65
H -4.39 -5.89 1.83
H -2.37 -6.26 1.05
C -10.54 -5.90 0.10
C -9.74 -4.59 -0.04
O -9.70 -3.92 1.20
O -10.07 -6.71 1.18
H -10.32 -6.49 -0.79
H -11.62 -5.81 0.14
H -10.12 -3.93 -0.81
H -8.68 -4.79 -0.23
H -9.52 -2.99 1.03
H -10.26 -7.64 0.99
C -6.43 -0.58 7.93
C -6.40 -0.32 6.41
O -6.24 -1.50 5.67
O -7.05 -1.82 8.34
H -6.88 0.32 8.35
H -5.41 -0.60 8.32
H -5.60 0.39 6.22
H -7.37 0.12 6.19
H -5.31 -1.65 5.50
H -7.16 -1.80 9.30
C -9.15 2.55 1.92
C -8.00 3.50 2.29
O -8.22 4.63 1.49
O -8.81 1.70 0.87
H -10.11 3.07 1.89
H -9.38 1.91 2.78
H -7.10 2.89 2.17
H -8.18 3.68 3.35
H -7.87 5.31 2.06
H -8.69 2.29 0.12
C 9.63 0.52 2.09
C 8.63 1.34 2.89
O 8.06 2.29 2.07
O 10.64 1.28 1.52
H 9.17 -0.13 1.35
H 10.14 -0.16 2.78
H 9.08 1.88 3.73
H 7.87 0.69 3.30
H 8.65 2.32 1.32
H 11.32 0.67 1.23
*
```